Formula: C46H66BN7P3S2SiZr
Source: OMol25
Level of theory: wB97M-V/def2-TZVPD

The total charge is +1. The LUMO energy is -3.17 eV. For the HOMO-LUMO gap, the calculation gives 7.03 eV. The value obtained for the energy above the lowest of the compared OMol25 structures with the same formula, charge and spin is 0.9 kcal per mole. The strongest force on any atom comes out at 0.28 eV/Å.

Each line ends with the Mulliken charge.
Positions of all 127 atoms, in Å:
Zr: 0.309 0.692 0.107  -1.68
C: 3.738 0.763 -4.149  -1.78
C: 2.558 0.995 -3.205  0.49
C: 1.260 0.827 -3.993  -1.08
P: 2.573 -0.080 -1.675  2.11
C: 4.382 -0.043 -1.245  0.40
C: 4.752 -0.965 -0.087  -1.48
C: 4.977 1.357 -1.070  -1.64
C: 2.363 -1.746 -2.395  -0.29
C: 3.422 -2.491 -2.920  -0.55
C: 3.191 -3.713 -3.529  -1.09
C: 1.896 -4.202 -3.624  -0.96
C: 0.845 -3.469 -3.098  -0.06
C: 1.053 -2.233 -2.477  0.95
Si: -0.382 -1.292 -1.664  -0.32
C: -1.304 -2.701 -0.799  0.92
C: -2.184 -3.537 -1.493  0.15
C: -2.804 -4.606 -0.872  -0.79
C: -2.545 -4.867 0.468  -1.02
C: -1.672 -4.058 1.171  -0.47
C: -1.056 -2.968 0.549  -0.53
P: 0.121 -1.874 1.408  1.56
C: 1.755 -2.764 1.279  3.08
C: 2.749 -2.335 2.360  -1.56
C: 1.641 -4.285 1.204  -1.75
C: -0.402 -1.794 3.182  2.75
C: -1.870 -1.360 3.233  -1.08
C: -0.182 -2.985 4.120  -1.78
C: -1.602 -0.680 -2.971  1.14
C: -1.657 -1.246 -4.248  0.39
C: -2.655 -0.904 -5.145  -0.87
C: -3.639 0.000 -4.770  -0.96
C: -3.597 0.577 -3.513  -0.40
C: -2.571 0.266 -2.618  -0.50
P: -2.532 1.022 -0.948  1.34
C: -4.130 0.316 -0.282  0.19
C: -4.144 -1.206 -0.238  -1.57
C: -4.537 0.889 1.068  -1.06
C: -3.115 2.788 -1.227  0.70
C: -2.542 3.526 -2.440  -1.90
C: -2.919 3.680 0.001  -1.35
H: 3.602 1.390 -5.031  0.54
H: 3.769 -0.274 -4.490  0.34
H: 4.702 1.020 -3.714  0.37
H: 2.616 2.019 -2.825  0.39
H: 1.214 -0.167 -4.444  0.38
H: 1.221 1.559 -4.802  0.66
H: 0.365 0.952 -3.387  -0.49
H: 4.838 -0.449 -2.150  0.71
H: 5.840 -1.022 -0.003  0.61
H: 4.370 -0.588 0.861  0.15
H: 4.379 -1.979 -0.234  0.14
H: 4.763 1.764 -0.087  0.22
H: 4.620 2.065 -1.820  0.33
H: 6.062 1.293 -1.176  0.48
H: 4.441 -2.135 -2.858  0.44
H: 4.021 -4.281 -3.926  0.44
H: 1.708 -5.158 -4.096  0.46
H: -0.153 -3.884 -3.153  0.41
H: -2.414 -3.325 -2.533  0.48
H: -3.490 -5.234 -1.425  0.43
H: -3.023 -5.703 0.963  0.45
H: -1.471 -4.286 2.206  0.20
H: 2.136 -2.415 0.311  -2.39
H: 2.517 -2.791 3.320  0.35
H: 2.785 -1.256 2.500  0.23
H: 3.748 -2.674 2.080  0.52
H: 1.187 -4.701 2.105  0.28
H: 2.642 -4.711 1.111  0.54
H: 1.054 -4.612 0.346  0.30
H: 0.219 -0.972 3.548  -1.45
H: -2.527 -2.182 2.943  0.59
H: -2.069 -0.519 2.567  -0.50
H: -2.131 -1.067 4.253  0.58
H: -0.926 -3.766 3.981  0.36
H: -0.289 -2.633 5.149  0.47
H: 0.803 -3.433 4.032  0.30
H: -0.903 -1.964 -4.549  0.38
H: -2.673 -1.347 -6.133  0.46
H: -4.430 0.265 -5.459  0.45
H: -4.366 1.290 -3.241  0.36
H: -4.856 0.637 -1.037  0.75
H: -3.437 -1.596 0.498  0.10
H: -3.907 -1.644 -1.206  0.26
H: -5.142 -1.544 0.048  0.67
H: -3.768 0.690 1.813  -0.17
H: -5.457 0.404 1.402  0.50
H: -4.726 1.962 1.035  0.39
H: -4.190 2.659 -1.386  0.86
H: -1.597 3.994 -2.184  0.28
H: -3.220 4.340 -2.705  0.48
H: -2.402 2.914 -3.326  0.40
H: -1.860 3.911 0.136  0.07
H: -3.272 3.236 0.928  0.14
H: -3.450 4.622 -0.153  0.53
C: -3.395 2.186 4.071  -0.79
N: -2.095 1.759 4.556  0.43
C: -1.845 1.446 5.872  -0.74
C: -0.524 1.185 5.961  -0.75
N: 0.034 1.338 4.712  0.26
B: 1.595 1.259 4.506  0.61
N: 1.993 2.509 3.671  0.46
C: 1.960 3.808 4.126  -0.56
C: 2.211 4.626 3.081  -0.75
N: 2.399 3.816 1.981  0.39
C: 2.720 4.295 0.645  -0.56
C: 2.250 2.535 2.366  -1.10
S: 2.477 1.155 1.341  -0.09
C: -0.940 1.662 3.850  -0.88
S: -0.877 2.030 2.154  0.20
H: -4.115 1.375 4.169  0.34
H: -3.301 2.468 3.029  0.05
H: -3.731 3.046 4.648  0.45
H: -2.621 1.461 6.616  0.53
H: 0.083 0.928 6.810  0.57
H: 2.083 1.342 5.602  -0.21
H: 1.904 0.262 3.923  -0.31
H: 1.769 4.035 5.160  0.51
H: 2.288 5.697 3.017  0.56
H: 1.938 4.970 0.300  0.35
H: 2.781 3.442 -0.023  -0.20
H: 3.676 4.817 0.660  0.38
N: 0.483 2.413 -1.119  -1.11
C: 0.594 3.239 -1.961  0.81
N: 0.813 4.192 -2.732  -0.74
C: 0.372 4.296 -3.982  0.58
N: 0.002 4.441 -5.064  -0.59

Formula: C46H66KN4OPS2
Source: OMol25
Level of theory: wB97M-V/def2-TZVPD

The total charge is 0. The LUMO energy is 0.10 eV. For the HOMO-LUMO gap, the calculation gives 6.70 eV. The value obtained for the energy above the lowest of the compared OMol25 structures with the same formula, charge and spin is 1.6 kcal per mole. The strongest force on any atom comes out at 1.24 eV/Å.

Each line ends with the Mulliken charge.
Positions of all 121 atoms, in Å:
K: 0.581 0.502 -0.025  1.20
C: 4.439 -3.422 -0.671  -1.73
C: 3.634 -3.543 0.619  0.67
C: 3.661 -4.988 1.131  -1.52
C: 2.194 -3.096 0.481  0.44
C: 1.488 -2.641 1.589  -0.31
C: 0.112 -2.428 1.548  1.50
C: -0.633 -2.130 2.839  0.48
C: -0.022 -0.977 3.635  -1.59
C: -0.692 -3.389 3.710  -1.54
C: -0.579 -2.639 0.339  0.59
C: 0.124 -3.078 -0.792  0.79
C: 1.496 -3.272 -0.706  -0.28
C: -0.594 -3.504 -2.063  1.53
C: 0.137 -3.088 -3.340  -2.09
C: -0.808 -5.022 -2.076  -1.52
C: -2.091 -2.746 0.359  -0.62
C: -2.547 -4.018 0.727  -0.85
C: -3.888 -4.322 0.847  -1.53
C: -4.830 -3.332 0.612  -1.13
C: -4.399 -2.068 0.254  -0.43
C: -3.044 -1.739 0.105  0.23
P: -2.569 -0.010 -0.364  1.13
C: -3.396 0.235 -2.039  2.40
C: -2.594 -0.625 -3.024  -2.03
C: -4.867 -0.141 -2.228  -1.94
C: -3.193 1.704 -2.425  -2.43
C: -3.433 1.074 0.926  2.44
C: -4.928 1.359 0.779  -1.96
C: -2.702 2.429 0.920  -1.94
C: -3.174 0.436 2.294  -2.12
H: 5.498 -3.589 -0.463  0.45
H: 4.338 -2.428 -1.107  0.09
H: 4.131 -4.167 -1.411  0.45
H: 4.102 -2.912 1.373  -0.25
H: 3.191 -5.661 0.409  0.28
H: 3.126 -5.085 2.078  0.35
H: 4.690 -5.319 1.285  0.46
H: 2.020 -2.509 2.526  0.39
H: -1.659 -1.865 2.585  -0.38
H: 0.905 -1.279 4.127  0.48
H: -0.714 -0.648 4.414  0.44
H: 0.231 -0.119 3.011  0.14
H: 0.315 -3.687 4.010  0.30
H: -1.147 -4.227 3.181  0.31
H: -1.275 -3.202 4.615  0.44
H: 2.027 -3.626 -1.582  0.25
H: -1.576 -3.034 -2.060  -0.83
H: 0.955 -3.774 -3.571  0.45
H: 0.563 -2.088 -3.268  0.38
H: -0.548 -3.108 -4.190  0.52
H: 0.142 -5.535 -1.913  0.27
H: -1.205 -5.343 -3.043  0.46
H: -1.506 -5.346 -1.305  0.32
H: -1.804 -4.780 0.934  1.04
H: -4.195 -5.321 1.131  0.39
H: -5.888 -3.537 0.708  0.46
H: -5.145 -1.306 0.092  0.34
H: -2.755 -1.686 -2.838  0.37
H: -1.521 -0.430 -2.973  -0.03
H: -2.931 -0.412 -4.043  0.73
H: -5.026 -1.213 -2.123  0.38
H: -5.160 0.131 -3.247  0.53
H: -5.539 0.379 -1.548  0.29
H: -2.160 2.021 -2.266  0.40
H: -3.840 2.377 -1.860  0.28
H: -3.428 1.835 -3.486  0.58
H: -5.155 1.907 -0.135  0.37
H: -5.239 1.990 1.618  0.53
H: -5.546 0.464 0.813  0.26
H: -2.894 2.996 0.008  0.28
H: -1.621 2.316 1.017  0.12
H: -3.056 3.025 1.766  0.59
H: -3.693 -0.515 2.418  0.34
H: -3.522 1.120 3.072  0.69
H: -2.108 0.267 2.461  0.26
S: 2.642 1.168 1.923  -0.53
C: 3.671 0.301 0.823  0.13
N: 4.576 -0.558 1.061  -0.07
N: 4.760 -0.854 2.402  0.26
C: 6.079 -0.986 2.840  0.34
C: 7.145 -1.164 1.960  -0.26
C: 8.433 -1.311 2.456  -0.59
C: 8.686 -1.287 3.820  -0.55
C: 7.616 -1.127 4.695  -0.49
C: 6.327 -0.983 4.215  -0.48
N: 3.481 0.739 -0.552  -0.75
N: 2.816 -0.018 -1.266  0.94
C: 2.670 0.436 -2.631  -0.63
C: 1.411 0.406 -3.215  1.80
C: 1.271 0.667 -4.570  -0.47
C: 2.393 0.956 -5.339  -0.77
C: 3.647 0.998 -4.744  -0.67
C: 3.789 0.745 -3.386  -0.41
H: 4.144 -0.312 3.006  0.21
H: 6.951 -1.177 0.897  0.37
H: 9.252 -1.441 1.759  0.35
H: 9.696 -1.375 4.196  0.37
H: 7.788 -1.113 5.764  0.35
H: 5.498 -0.860 4.903  0.36
H: 0.530 0.195 -2.618  -1.17
H: 0.288 0.637 -5.024  0.52
H: 2.289 1.141 -6.400  0.41
H: 4.522 1.222 -5.340  0.38
H: 4.759 0.756 -2.905  0.49
C: -0.708 6.536 -0.665  -1.12
C: 0.307 5.407 -0.535  -0.57
S: -0.298 3.921 -1.349  0.50
O: 0.334 2.753 -0.629  -0.88
C: 0.576 4.032 -2.917  -0.44
C: 2.093 3.985 -2.789  -1.21
H: -0.292 7.463 -0.273  0.40
H: -1.621 6.310 -0.115  0.29
H: -0.980 6.713 -1.708  0.29
H: 0.456 5.091 0.498  0.39
H: 1.278 5.679 -0.948  0.35
H: 0.201 4.927 -3.420  0.60
H: 0.210 3.159 -3.461  0.07
H: 2.522 4.970 -2.612  0.44
H: 2.520 3.591 -3.711  0.31
H: 2.393 3.321 -1.977  0.28